Model P:
2 unconnected molecules or ions with the total composition C3H4ClN. Source: the OMol25 dataset; level of theory: the ωB97M-V functional and the def2-TZVPD basis.

Geometry as XYZ:
```
9
Properties=species:S:1:pos:R:3:mulliken_charge:R:1
C 1.884 -0.320 -0.790 -0.32
C 1.395 -1.121 -1.539 -0.39
C -0.480 0.031 1.130 0.00
N -1.271 0.906 1.183 -0.15
Cl -2.785 1.317 -0.177 -0.36
H 2.145 0.291 0.021 0.41
H 1.043 -2.066 -1.909 0.34
H -0.380 -0.690 0.290 0.19
H -1.551 1.651 1.791 0.29
```

LUMO energy   -0.51 eV
HOMO level   -9.23 eV
Orbital gap   0.320 hartree
Net charge   0

=====

Model Q:
2 unconnected molecules or ions with the total composition C3H4ClN. Source: the OMol25 dataset; level of theory: the ωB97M-V functional and the def2-TZVPD basis.

Geometry as XYZ:
```
9
Properties=species:S:1:pos:R:3:mulliken_charge:R:1
C 1.603 -1.628 -0.256 -0.06
C 1.207 -0.699 0.411 -0.62
C -0.356 0.987 0.526 -0.41
N -1.305 0.714 -0.402 -0.19
Cl -2.241 -0.626 0.058 -0.03
H 2.181 -2.410 -0.744 0.36
H 0.547 1.599 0.222 0.29
H -0.735 1.419 1.485 0.30
H -0.900 0.645 -1.300 0.36
```

LUMO energy   -0.48 eV
HOMO level   -9.52 eV
Orbital gap   0.332 hartree
Net charge   0

=====

Which of them is the most stable, and which is the least stable? model P and model Q, in that order.

=====

Model P:
A single C3H4ClN molecule. Source: the OMol25 dataset; level of theory: the ωB97M-V functional and the def2-TZVPD basis.

Geometry as XYZ:
```
9
Properties=species:S:1:pos:R:3:mulliken_charge:R:1
C -1.481 -1.693 0.010 0.04
C -0.815 -0.719 0.306 -0.50
C -0.037 0.529 0.327 -0.44
N 1.024 0.587 -0.753 -0.44
Cl 1.978 2.047 -0.561 -0.12
H -2.096 -2.516 0.097 0.44
H 0.508 0.636 1.147 0.43
H -0.816 1.366 -0.062 0.26
H 1.736 -0.237 -0.512 0.32
```

Structure (SMILES)   C#CCNCl
LUMO energy   0.63 eV
HOMO level   -9.73 eV
Orbital gap   0.381 hartree
Net charge   0

=====

Model Q:
A molecular structure, C3H4ClN. Source: the OMol25 dataset; level of theory: the ωB97M-V functional and the def2-TZVPD basis.

Geometry as XYZ:
```
9
Properties=species:S:1:pos:R:3:mulliken_charge:R:1
C -2.238 -0.983 0.247 -0.01
C -1.223 -0.436 -0.062 -0.61
C 0.476 0.494 -0.437 -0.42
N 1.401 0.115 0.466 -0.22
Cl 2.987 0.114 -0.084 -0.07
H -3.208 -1.359 0.144 0.40
H 0.008 1.549 -0.183 0.28
H 0.585 0.001 -1.423 0.38
H 1.211 0.505 1.331 0.29
```

LUMO energy   0.57 eV
HOMO level   -9.42 eV
Orbital gap   0.367 hartree
Net charge   0

=====

Which of them is the most stable, and which is the least stable? model P and model Q, in that order.

=====

Model P:
2 unconnected molecules or ions with the total composition C9H13NO2. Source: the OMol25 dataset; level of theory: the ωB97M-V functional and the def2-TZVPD basis.

Geometry as XYZ:
```
25
Properties=species:S:1:pos:R:3:mulliken_charge:R:1
C 2.356 2.682 1.233 -1.16
C 1.639 -0.606 -1.246 0.45
C 1.962 0.550 -1.894 -0.51
C 1.312 -0.890 0.160 -0.70
C 2.259 1.543 -0.997 -0.15
C 1.535 0.281 0.901 -0.41
C 1.989 1.499 0.394 0.85
O 1.578 -1.703 -2.013 -0.48
H 0.610 -1.815 -2.255 0.40
H 1.962 0.307 -2.993 0.40
H 0.682 -1.626 0.378 0.67
H 2.428 2.633 -1.465 0.29
H 1.421 0.341 2.021 0.28
H 3.434 2.601 1.462 0.33
H 2.097 3.717 0.864 0.39
H 1.720 2.393 2.190 0.33
C -4.077 -1.883 1.171 -1.11
C -3.334 -0.617 0.676 0.54
O -3.859 0.252 -0.007 -0.55
N -1.973 -0.687 0.996 -0.30
H -1.238 -0.029 0.691 0.18
H -1.783 -0.999 1.982 0.25
H -4.324 -1.931 2.231 0.35
H -3.704 -2.797 0.913 0.36
H -5.085 -1.720 0.782 0.32
```

LUMO energy (spin up / spin down)   -4.63 / -8.16 eV
Spin multiplicity   2
<S²>   0.77
HOMO level (spin up / spin down)   -12.68 / -12.68 eV
Orbital gap (spin up / spin down)   0.296 / 0.166 hartree
Net charge   +1

=====

Model Q:
2 unconnected molecules or ions with the total composition C9H13NO2. Source: the OMol25 dataset; level of theory: the ωB97M-V functional and the def2-TZVPD basis.

Geometry as XYZ:
```
25
Properties=species:S:1:pos:R:3:mulliken_charge:R:1
C 1.240 -1.975 2.493 -1.09
C 2.243 -0.906 2.606 0.69
O 2.626 -0.265 3.561 -0.56
N 2.842 -0.638 1.367 -0.41
H 3.421 0.159 1.260 0.24
H 2.249 -0.853 0.525 0.18
H 0.250 -1.765 2.085 0.21
H 1.067 -2.581 3.397 0.34
H 1.523 -2.816 1.920 0.41
C -2.687 -1.010 -0.472 -1.49
C 0.130 1.913 -1.830 0.54
C 0.227 0.567 -2.273 -0.45
C -0.708 2.247 -0.727 -0.32
C -0.636 -0.374 -1.748 -0.47
C -1.582 1.286 -0.199 -0.52
C -1.635 0.016 -0.789 0.78
O 0.827 2.892 -2.380 -0.45
H 0.234 3.721 -2.461 0.41
H 1.005 0.546 -3.059 0.42
H -0.681 3.244 -0.312 0.42
H -0.593 -1.286 -2.306 0.46
H -2.196 1.584 0.618 0.49
H -2.379 -2.029 -0.543 0.39
H -3.502 -0.806 -1.193 0.41
H -3.286 -0.871 0.460 0.39
```

LUMO energy (spin up / spin down)   -4.27 / -7.94 eV
Spin multiplicity   2
<S²>   0.77
HOMO level (spin up / spin down)   -12.26 / -12.26 eV
Orbital gap (spin up / spin down)   0.294 / 0.159 hartree
Net charge   +1

=====

Which of them is the most stable, and which is the least stable? model Q and model P, in that order.

=====

Model P:
A single C3H7NS2 molecule. Source: the OMol25 dataset; level of theory: the ωB97M-V functional and the def2-TZVPD basis.

Geometry as XYZ:
```
13
Properties=species:S:1:pos:R:3:mulliken_charge:R:1
C 1.486 -1.281 0.986 -1.09
C 0.969 -0.600 -0.312 0.07
C -0.305 0.121 -0.062 0.19
H 2.236 -2.062 0.743 0.28
H 0.685 -1.769 1.547 0.33
H 1.989 -0.529 1.682 0.29
H 0.821 -1.414 -1.087 0.36
H 1.796 0.589 -1.833 0.24
H 2.096 1.225 -0.366 0.27
H -2.692 -0.094 0.099 0.16
N 2.025 0.368 -0.884 -0.68
S -1.700 -0.941 -0.261 -0.18
S -0.425 1.693 0.369 -0.24
```

Structure (SMILES)   C[C@H](N)C(=S)S
LUMO energy   -0.31 eV
HOMO level   -8.86 eV
Orbital gap   0.314 hartree
Net charge   0

=====

Model Q:
A single C3H7NS2 molecule. Source: the OMol25 dataset; level of theory: the ωB97M-V functional and the def2-TZVPD basis.

Geometry as XYZ:
```
13
Properties=species:S:1:pos:R:3:mulliken_charge:R:1
C -0.133 -0.273 -0.886 -0.18
C -0.801 0.522 0.260 -0.29
C 0.658 0.318 0.256 -0.22
H -0.746 -1.963 -1.551 0.30
H -0.152 -2.227 -0.094 0.34
H -0.280 0.474 -1.759 0.27
H -0.982 1.612 -0.045 0.34
H -0.908 -0.186 2.611 0.14
H 1.206 -0.293 0.933 0.42
H 2.525 2.153 -0.237 0.13
N 0.144 -1.709 -1.106 -0.66
S -1.624 -0.550 1.488 -0.28
S 1.094 2.122 0.131 -0.32
```

Structure (SMILES)   NC1[C@@H](S)[C@@H]1S
LUMO energy   0.69 eV
HOMO level   -8.84 eV
Orbital gap   0.350 hartree
Net charge   0

=====

Which of them is the most stable, and which is the least stable? model P and model Q, in that order.